[1]
An isolated molecule of C3H7NO in a non-equilibrium geometry. Source: OMol25; level of theory: ωB97M-V with the def2-TZVPD basis set.

The geometry in XYZ format:
```
12
Properties=species:S:1:pos:R:3:forces:R:3
C 0.96856 1.15830 1.19386 -2.4 10.2 -0.8
N 0.11379 0.87378 0.05390 0.1 -0.3 0.2
C -0.18293 -0.41770 -0.25808 0.6 -1.9 1.5
C -1.15942 -0.61116 -1.42367 -1.9 7.5 2.0
O 0.28983 -1.37772 0.40766 -1.2 2.1 -1.8
H 1.86710 1.97470 0.90743 -2.5 -1.9 0.4
H 1.49268 0.47150 1.60079 2.7 -5.6 2.2
H 0.38751 1.79794 2.17919 1.4 -2.1 -3.0
H -0.36758 1.58819 -0.51016 0.8 -0.4 0.9
H -0.89215 0.35052 -2.26129 -1.2 -3.3 2.2
H -1.04556 -1.54085 -1.71684 0.5 -4.3 -2.2
H -2.31446 -0.51336 -0.91033 3.2 0.0 -1.8
```
Positions in Å, forces in eV/Å.

- Energy relative to the best compared isomer or geometry (same formula, charge and spin): 284.9 kJ/mol
- Total energy: -248.41798 Eh
- SMILES: CNC(C)=O

Here are the Löwdin charges for atoms 1 to 2, given in e:
1. C -0.10
2. N -0.02

---

[2]
A structure of composition C12H17BMnN6O2 in a non-equilibrium geometry. Source: OMol25; level of theory: ωB97M-V with the def2-TZVPD basis set.

The geometry in XYZ format:
```
39
Properties=species:S:1:pos:R:3:forces:R:3
H -0.60224 2.86774 0.95870 0.0 0.1 0.1
N -0.27521 1.72120 -0.73612 0.2 1.6 -0.5
B 0.50526 0.62679 -2.90097 -0.4 -1.1 0.3
N 0.31566 1.85783 -1.95211 0.2 0.4 0.4
C 0.87047 3.08377 -1.98388 -0.5 -0.3 0.2
Mn -0.93992 -0.93725 -0.40927 -0.5 0.3 4.2
H 1.40933 3.43096 -2.86065 -0.1 -0.2 0.3
C 0.56819 3.73895 -0.79038 0.0 0.2 0.2
H 0.79142 4.75333 -0.50646 0.2 -0.1 -0.1
C -0.16349 2.84168 -0.02206 0.4 -0.1 -0.7
H 1.02474 0.92948 -3.93867 -0.1 0.2 0.1
C -1.35562 -2.73150 -0.07672 -1.1 -2.9 0.5
H -1.98174 -2.71436 0.83169 0.1 -0.5 -0.3
H -0.43903 -3.30477 0.10981 -0.4 -0.3 0.0
H -1.92542 -3.10619 -0.94266 0.2 -0.5 0.3
N -0.89602 -0.01767 -3.11534 -0.6 -0.4 1.2
N 1.34398 -0.44790 -2.15146 -0.2 -0.3 1.2
N -1.59846 -0.58306 -2.02800 -2.6 1.8 -5.8
N 0.86203 -0.99651 -0.96771 4.5 -0.5 -1.6
C -1.64491 -0.09680 -4.22140 -0.5 -0.1 0.1
C 2.55182 -0.96118 -2.42301 0.0 -0.2 0.5
H -1.24149 0.28791 -5.15366 -0.3 -0.2 0.2
H 3.08440 -0.64173 -3.30518 0.0 -0.1 0.0
C -2.86849 -0.68423 -3.89512 0.2 0.2 -0.2
C 2.89053 -1.86062 -1.41279 -0.1 0.2 -0.1
C -2.81830 -0.96152 -2.52933 1.5 0.5 -0.4
C 1.82148 -1.85402 -0.51275 -0.7 1.1 -1.4
H -3.69188 -0.87603 -4.56223 0.1 0.0 0.0
H 3.77821 -2.45741 -1.32950 0.2 0.0 -0.1
H -3.55003 -1.43481 -1.89637 0.1 0.0 0.1
H 1.64157 -2.44458 0.37252 0.0 0.2 0.0
H -1.00150 1.01273 -0.57514 0.2 -0.1 0.0
C 0.49010 -1.17203 3.53795 -0.2 -0.2 -0.4
O 0.01625 -1.45321 2.20160 0.4 0.1 1.0
C -0.53289 -0.43990 1.50444 -0.6 0.7 -0.7
O -0.66060 0.69235 1.94427 0.4 0.3 1.2
H -0.34304 -0.87000 4.17290 0.1 0.1 0.0
H 1.27042 -0.41013 3.51526 -0.1 0.0 0.1
H 0.89610 -2.11802 3.87940 0.1 0.0 0.2
```
Positions in Å, forces in eV/Å.

- Energy relative to the best compared isomer or geometry (same formula, charge and spin): 340.7 kJ/mol
- Spin multiplicity: 6
- Total energy: -2122.24686 Eh

Here are the Löwdin charges for atoms 1 to 2, given in e:
1. H 0.12
2. N 0.08